Entry 1:
Formula: C3H6IN2
Source: OMol25
Level of theory: the ωB97M-V functional and the def2-TZVPD basis

Geometry as XYZ:
```
12
Properties=species:S:1:pos:R:3:mulliken_charge:R:1
I 1.0352 -3.5683 -0.1577 0.31
N -0.3234 -0.7994 -0.5131 -0.06
N -0.0046 1.1789 1.8259 -0.52
C -0.2375 1.4967 0.6658 0.07
C 0.7653 -1.4617 -0.2101 -0.26
C -0.4119 0.6096 -0.5529 -0.59
H -1.2005 -1.3720 -0.8280 0.35
H -1.4311 0.8331 -1.0117 0.38
H 0.3244 1.2051 -1.3136 0.31
H -0.6830 2.5385 0.4095 0.31
H 1.7170 -0.9829 -0.3211 0.46
H 0.4500 0.3224 2.0069 0.22
```

Output
**Charge**: +1
**Structure (SMILES)**: [H]/N=C\C/[NH+]=C/I
**LUMO level**: -0.21622 hartree
**Relative energy (zero: lowest compared OMol25 entry of this formula, charge and spin)**: 59.4 kcal per mole
**DFT total energy**: -524.7633 a.u.

Entry 2:
Formula: C3H6IN2
Source: OMol25
Level of theory: the ωB97M-V functional and the def2-TZVPD basis

Geometry as XYZ:
```
12
Properties=species:S:1:pos:R:3:mulliken_charge:R:1
I 2.9243 0.0204 -1.8966 0.28
N 0.7855 -0.3743 -0.0363 -0.13
N -1.4775 1.5614 0.2105 -0.50
C 1.0933 -0.5422 -1.2797 -0.11
C -0.9579 0.7849 0.9860 0.10
C -0.4152 -0.6598 0.6514 -0.55
H -0.8461 0.9370 2.1217 0.31
H -1.7579 1.3634 -0.7425 0.25
H -0.3965 -1.1536 1.5445 0.34
H -1.0178 -1.1113 -0.0464 0.28
H 0.5198 -0.9882 -1.9958 0.43
H 1.5460 0.1623 0.4832 0.29
```

Output
**Charge**: +1
**Structure (SMILES)**: [H]/N=C\C/[NH+]=C/I
**LUMO level**: -0.19710 hartree
**Relative energy (zero: lowest compared OMol25 entry of this formula, charge and spin)**: 53.3 kcal per mole
**DFT total energy**: -524.7730 a.u.

Entry 3:
Formula: C3H6IN2O
Source: OMol25
Level of theory: the ωB97M-V functional and the def2-TZVPD basis

Geometry as XYZ:
```
13
Properties=species:S:1:pos:R:3:mulliken_charge:R:1
I -3.1011 0.4849 -0.0497 0.14
O 0.3449 -3.0216 0.1364 -0.24
N -0.1600 0.9669 0.4595 -0.31
N 1.0731 -0.8069 -0.5622 -0.19
C 0.5050 0.4428 -0.8810 -0.39
C 0.4160 -1.8795 -0.1476 0.55
C -1.2360 -0.0095 0.8797 -0.68
H 2.1580 -0.8083 -0.4255 0.36
H 1.3114 1.2245 -1.1310 0.35
H 0.6787 0.9838 1.1993 0.43
H -0.5466 1.8323 0.1570 0.31
H -0.3026 0.5351 -1.6710 0.34
H -1.1408 0.0554 2.0360 0.32
```

Output
**Charge**: +1
**LUMO level (spin up / spin down)**: -0.18722 / -0.18719 hartree
**Relative energy (zero: lowest compared OMol25 entry of this formula, charge and spin)**: 96.8 kcal per mole
**DFT total energy**: -599.9516 a.u.

Entry 4:
Formula: C3H6IN2S
Source: OMol25
Level of theory: the ωB97M-V functional and the def2-TZVPD basis

Geometry as XYZ:
```
13
Properties=species:S:1:pos:R:3:mulliken_charge:R:1
I 0.0265 -2.5702 -0.8964 0.33
S -1.5013 0.6218 0.1623 -0.04
N 1.3962 -0.2782 2.3875 -0.28
N 1.0291 -1.8902 0.7548 -0.51
C 0.7828 -0.7727 1.3608 0.41
C -1.6497 1.3285 -2.3997 -0.48
C -1.0069 1.4809 -1.2345 -0.06
H 1.0967 0.6000 2.7866 0.26
H -1.4255 1.9503 -3.2505 0.28
H -0.2209 2.2107 -1.0960 0.32
H 2.1739 -0.7458 2.8539 0.22
H -2.4481 0.6076 -2.5091 0.28
H 1.7471 -2.5427 1.0802 0.27
```

Output
**Charge**: +1
**LUMO level (spin up / spin down)**: -0.22059 / -0.23238 hartree
**Relative energy (zero: lowest compared OMol25 entry of this formula, charge and spin)**: 77.6 kcal per mole
**DFT total energy**: -922.9070 a.u.

Entry 5:
Formula: C3H6IN3
Source: OMol25
Level of theory: the ωB97M-V functional and the def2-TZVPD basis

Geometry as XYZ:
```
13
Properties=species:S:1:pos:R:3:mulliken_charge:R:1
I -2.3794 1.7484 3.0823 0.63
N 0.6398 -0.4495 -0.3186 -0.14
N 0.1978 0.5866 1.8564 -0.15
N -1.5149 0.2427 -0.9845 -0.41
C -1.1410 0.6994 1.9062 -0.32
C 0.9371 -0.1574 0.9470 0.03
C -0.3709 0.1049 -1.2958 0.00
H -1.5129 0.1937 1.1040 0.52
H 0.1137 0.5438 -2.1211 0.45
H 0.8826 1.0320 2.5551 0.35
H 1.8396 -0.4699 1.3356 0.46
H 1.3872 -1.0023 -0.7104 0.31
H -2.1947 0.6944 -1.5212 0.26
```

Output
**Charge**: +2
**Structure (SMILES)**: [H]/N=C/[NH+]=C\[NH+]=C\I
**LUMO level**: -0.40275 hartree
**Relative energy (zero: lowest compared OMol25 entry of this formula, charge and spin)**: 12.4 kcal per mole
**DFT total energy**: -579.1085 a.u.

Entry 6:
Formula: C3H6INO
Source: OMol25
Level of theory: the ωB97M-V functional and the def2-TZVPD basis

Geometry as XYZ:
```
12
Properties=species:S:1:pos:R:3:mulliken_charge:R:1
I 5.2397 -0.6592 -0.7934 -0.07
O 1.3687 0.1945 -1.5444 -0.42
N 0.7534 -0.6330 0.5783 -0.42
C 1.0616 -0.1288 -0.4804 0.60
C -2.2737 -0.2350 0.5715 -0.49
C -2.0023 0.8494 -0.0416 -0.61
H -1.9660 0.8367 -1.1162 0.32
H -1.5973 1.6788 0.5947 0.26
H -2.7332 -1.0729 0.0730 0.21
H 0.3168 -0.4348 1.4170 0.30
H -1.8857 -0.4478 1.5462 0.27
H 3.7181 0.0521 -0.8046 0.05
```

Output
**Structure (SMILES)**: N=C=O.C=C.I
**LUMO level**: 0.01724 hartree
**Relative energy (zero: lowest compared OMol25 entry of this formula, charge and spin)**: 28.4 kcal per mole
**DFT total energy**: -545.5365 a.u.

Entry 7:
Formula: C3H6INO
Source: OMol25
Level of theory: the ωB97M-V functional and the def2-TZVPD basis

Geometry as XYZ:
```
12
Properties=species:S:1:pos:R:3:mulliken_charge:R:1
I -0.3520 -2.9570 -0.4703 0.03
O 0.7145 1.9705 1.4516 -0.61
N 1.5528 1.1970 0.9557 0.31
C -0.8175 -0.9822 0.1876 -0.41
C -1.4100 -0.0191 -0.5290 -0.73
C 1.4349 0.7368 -0.2102 -0.73
H 2.3713 1.0519 1.5390 0.21
H 0.5221 1.0378 -0.6492 0.55
H -1.6507 0.8358 0.1011 0.36
H -0.4884 -0.8215 1.1919 0.45
H 2.1597 0.0659 -0.7922 0.26
H -1.6994 -0.1558 -1.6057 0.30
```

Output
**Structure (SMILES)**: C=[NH+][O-].C=CI
**LUMO level (spin up / spin down)**: 0.01832 / 0.01832 hartree
**Relative energy (zero: lowest compared OMol25 entry of this formula, charge and spin)**: 82.9 kcal per mole
**DFT total energy**: -545.4496 a.u.

Entry 8:
Formula: C3H6INO2
Source: OMol25
Level of theory: the ωB97M-V functional and the def2-TZVPD basis

Geometry as XYZ:
```
13
Properties=species:S:1:pos:R:3:mulliken_charge:R:1
I -1.2009 1.3104 -1.8968 0.15
O -2.3116 0.3367 0.5591 -0.55
O -0.9691 -1.2718 1.2444 -0.54
N -1.2538 -0.3144 0.5132 0.83
C -0.2487 0.1033 -0.4209 0.10
C 0.7357 1.1261 0.8650 -0.95
C 0.5245 -1.0533 -0.8852 -1.14
H -0.1146 -1.8598 -0.8611 0.42
H 1.3379 -1.1790 -0.2473 0.31
H 0.9361 -0.9396 -1.9981 0.31
H 1.4469 1.6461 0.2226 0.34
H 1.0792 0.3089 1.4917 0.39
H 0.0383 1.7863 1.4134 0.33
```

Output
**LUMO level**: -0.00865 hartree
**Relative energy (zero: lowest compared OMol25 entry of this formula, charge and spin)**: 109.1 kcal per mole
**DFT total energy**: -620.6786 a.u.

Question: Among the records above, which one has the highest relative energy (zero: lowest compared OMol25 entry of this formula, charge and spin)?
Answer: C3H6INO2

Question: What is the formula in the seventh record?
Answer: C3H6INO

Question: What is the relative energy (zero: lowest compared OMol25 entry of this formula, charge and spin) in the seventh record?
Answer: 82.9 kcal per mole

Question: Look up the relative energy (zero: lowest compared OMol25 entry of this formula, charge and spin) of the third one.
Answer: 96.8 kcal per mole